1.
Density functional theory data (ωB97M-V/def2-TZVPD) for a molecular structure, C43H48CuN4O2S.

```
99
Properties=species:S:1:pos:R:3:forces:R:3
H 7.569045 7.611957 8.441043 0.0 0.5 0.9
H 11.936871 5.274273 8.670475 -0.1 -0.2 -0.2
H 14.647253 13.156878 14.263294 0.6 0.3 0.3
H 12.379890 14.191939 9.393567 -0.3 0.7 -0.4
C 7.913988 9.585270 11.264078 0.0 -2.0 0.6
H 13.547636 9.462193 8.839764 -0.2 -0.1 0.2
C 8.856522 6.863396 9.909460 -0.4 -0.4 0.3
H 7.969029 13.569687 12.717874 0.4 0.0 -0.1
C 12.631268 5.894975 9.221155 1.3 -1.1 0.0
C 11.219499 5.650421 13.995188 -0.4 -1.1 1.0
C 13.022886 4.143067 11.083500 0.7 -0.1 -1.5
H 9.531590 4.240243 15.899934 0.4 -0.3 0.1
C 7.323338 8.221030 13.111472 0.9 -0.2 -0.1
C 12.591791 5.560304 10.714149 -0.3 0.0 -0.5
N 11.588674 6.617575 13.194361 -0.1 1.6 -1.4
H 9.744287 7.401918 9.590548 0.1 0.2 0.2
C 6.469483 11.737120 13.501952 -0.7 -0.8 -0.1
O 11.930515 4.773872 14.484931 -0.3 -0.1 0.1
H 7.118115 12.144917 8.541683 -0.2 0.0 -0.4
H 12.365739 6.906171 9.061731 -0.5 1.2 -0.1
H 6.076741 6.673216 15.119372 0.0 0.0 0.2
H 6.129258 6.029378 9.636706 0.1 -0.5 -0.4
H 10.315552 9.986017 11.086593 -0.3 0.6 -0.1
H 8.323183 10.698638 13.662967 0.2 0.4 -0.2
C 11.499806 12.056020 14.656701 0.9 0.4 0.9
H 13.538469 9.334133 16.715811 0.0 -0.5 -0.8
H 14.588936 9.491144 15.274920 -0.2 0.0 0.3
C 12.338002 12.287510 10.282230 -0.5 1.7 -0.3
H 10.685596 12.207665 15.311662 -1.0 0.1 0.3
C 13.195383 10.481937 8.931145 -0.1 0.4 -0.2
H 15.004400 6.707593 10.161235 0.2 0.1 -0.1
C 7.337746 10.045559 9.005009 -0.1 0.7 0.6
H 12.861513 9.723934 15.109619 0.0 0.1 0.2
C 12.720099 10.998447 10.149863 0.3 -2.1 -0.6
H 9.516965 12.758649 12.401214 0.4 0.2 -0.2
N 8.285233 8.607143 12.258349 -0.2 0.6 -0.3
C 7.565725 11.819808 10.578871 -0.8 0.5 -0.8
H 14.107501 5.678325 15.974770 0.0 1.1 0.2
C 7.113040 6.416905 14.951482 -0.6 0.0 0.4
C 13.039648 12.654243 7.993550 -0.7 2.0 -0.1
H 12.711735 13.540674 15.665068 -0.2 -0.2 0.2
H 14.720565 11.501623 12.506211 -1.1 0.0 0.4
H 12.989903 3.980470 12.140276 -0.4 -0.2 0.6
N 9.099348 6.752170 13.777271 -0.4 0.1 -0.2
C 9.065403 5.032072 15.357192 -0.3 0.3 0.2
H 10.574145 10.660116 13.335907 -0.4 -0.3 0.1
C 13.609605 9.122446 15.621584 0.6 0.8 0.0
Cu 10.122320 7.875980 12.486941 0.1 -0.4 0.5
H 12.398361 3.456861 10.506124 0.1 -0.3 0.3
O 6.194972 8.671139 13.203735 -0.7 -0.3 0.2
C 12.662860 12.750434 14.926626 0.3 0.5 -0.4
H 6.096462 7.060094 11.024939 -0.2 0.2 0.7
H 7.100023 9.709158 8.050278 -0.3 -0.5 -1.7
H 8.905763 5.889767 9.397000 -0.4 0.3 0.0
H 8.982391 13.099458 14.039348 0.0 -0.2 0.3
C 7.914661 11.490907 13.011514 -1.1 -1.8 0.3
C 13.780453 12.552619 14.132152 -0.1 -0.1 -0.3
C 9.718555 5.747400 14.380407 1.0 0.7 -0.5
H 5.945141 12.310800 12.726752 -0.1 -0.1 0.2
H 13.838622 6.899426 17.259986 -0.2 0.2 -0.1
C 12.951677 6.827413 12.858528 0.0 -0.9 -1.1
H 13.671425 10.946799 6.895559 0.2 -0.3 -0.7
H 13.638694 5.775997 8.760601 -0.6 -0.2 0.3
H 11.942126 12.639440 11.235500 0.1 0.1 -0.3
C 7.581802 7.672475 9.569014 0.6 -1.4 -1.5
C 13.283884 11.321523 7.809032 0.3 -0.8 1.8
C 7.296698 11.391323 9.285446 0.6 0.6 0.8
C 13.454684 7.667189 15.218425 -2.0 -0.5 0.8
H 11.532032 5.626478 10.977591 0.1 0.3 0.3
C 13.415357 6.475004 11.542414 0.0 1.3 1.8
C 13.821130 7.404154 13.768874 0.2 0.5 1.1
C 12.607477 10.928093 12.870620 -0.1 0.5 -0.1
N 10.971440 9.262644 11.329031 1.4 -0.3 0.4
C 14.680217 6.932360 11.165352 -0.4 -0.6 0.0
C 7.783424 5.441321 15.666848 -0.6 -0.7 0.3
H 5.480748 7.682400 9.468359 0.2 -0.6 0.6
H 8.904301 6.653412 10.986701 0.1 -0.1 -0.4
H 16.482365 7.982311 11.781974 0.1 -0.3 -0.2
H 5.904877 10.789045 13.699867 0.6 0.9 -0.4
H 6.424995 12.318227 14.416004 0.3 0.2 0.3
C 14.183974 6.773563 16.233224 -0.1 -1.2 -0.8
C 7.814303 7.079373 14.000003 1.3 0.5 -1.0
H 15.784052 8.241022 14.080281 -0.4 -0.2 -0.3
C 12.499361 13.153546 9.189658 0.9 -1.3 0.4
S 12.502799 9.817695 11.491479 -0.7 -0.7 -0.5
H 7.418604 12.883255 10.788552 0.3 -0.4 0.0
C 15.081969 7.787257 13.366935 1.2 0.0 -0.4
H 7.252011 4.948785 16.466870 0.0 -0.2 0.1
C 15.525915 7.562285 12.071282 -0.4 0.7 0.1
C 13.781684 11.634497 13.097756 0.8 -0.3 -0.1
C 6.245556 7.044249 9.966211 -0.1 1.0 -0.6
C 8.658483 12.781126 13.055640 -0.1 1.0 -0.2
H 12.359502 7.456715 15.282596 0.7 0.0 0.1
C 7.825887 10.914292 11.591568 0.2 1.4 0.6
H 13.278331 13.375786 7.196455 -0.3 -0.4 0.3
C 11.474620 11.157208 13.633229 0.1 -0.5 -1.0
H 15.220801 7.065638 16.208651 0.7 -0.1 0.1
C 7.615965 9.113021 9.971433 0.7 0.4 0.4
H 14.081611 3.967763 10.797689 -0.5 0.1 -0.1
```
Positions in Å, forces in eV/Å.

## Properties
LUMO (alpha / beta) in eV: 0.223 / -0.099
⟨S²⟩: 0.754
Gap between HOMO and LUMO (alpha / beta) in eV: 8.16 / 8.05
2S+1: 2
Charge: 0



2.
Density functional theory data (ωB97M-V/def2-TZVPD) for 2 unconnected molecules or ions with the total composition C4H12O.

```
17
Properties=species:S:1:pos:R:3:forces:R:3
H -1.394436 -0.761988 -2.354711 -0.5 -0.3 0.1
H -2.572755 -1.969109 -0.748216 -0.2 0.0 0.4
H 3.497529 -0.572356 1.685128 0.3 0.3 0.6
H 0.017639 -0.024084 -1.782164 -0.7 0.6 0.0
H -2.908852 -1.433105 0.938361 0.3 -0.2 -0.1
H 2.996912 2.226397 1.599548 0.6 -1.1 -0.3
C 3.127902 1.200050 1.133268 0.6 1.7 1.4
C -2.730178 -1.103833 -0.089476 0.2 0.0 0.2
H -1.378737 0.618645 0.442860 -0.8 0.5 -0.4
C -1.469414 -0.236656 -0.229163 1.3 -1.1 0.8
H -3.677985 -0.649321 -0.370253 0.1 0.4 -0.4
C -1.094425 0.037235 -1.685124 1.5 -0.4 0.1
H -0.595507 -0.803865 0.236223 -1.1 0.0 -0.8
H 2.110920 0.954457 0.898348 -0.4 -0.5 -0.9
O 3.657486 0.295722 2.095064 -0.5 -0.6 -0.2
H 3.873767 1.262154 0.339002 -0.7 0.2 -0.5
H -1.459866 0.959654 -2.108694 -0.1 0.4 0.0
```
Positions in Å, forces in eV/Å.

## Properties
LUMO in eV: 0.798
Energy relative to the best compared isomer or geometry (same formula, charge and spin) in kJ/mol: 102.2
Gap between HOMO and LUMO in eV: 11.31
SMILES: CCC.CO
Charge: 0



3.
Density functional theory data (ωB97M-V/def2-TZVPD) for a single C5H6O molecule.

```
12
Properties=species:S:1:pos:R:3:forces:R:3
H 2.859054 -0.168232 -0.559993 0.0 -0.1 0.1
C -1.513652 0.920627 0.399481 -0.2 -0.3 -0.3
H 2.614714 -0.588147 1.152015 0.2 -0.1 -0.1
H 2.131766 -1.733882 -0.116600 0.0 0.1 0.0
H -1.618090 1.987830 0.155411 -0.1 -0.4 -0.2
H -1.392360 0.318079 -1.742160 -0.1 -0.1 0.1
C -1.771818 -0.071087 -0.776161 -0.7 0.1 0.2
H -2.078884 0.699393 1.311827 0.0 -0.2 -0.3
C 0.891703 -0.048029 0.196105 -0.1 0.5 0.6
C -0.114357 0.546219 0.495718 0.6 -0.2 -0.1
O -2.205570 -1.187990 -0.661710 0.0 0.7 0.1
C 2.197494 -0.674777 0.146063 0.2 -0.1 0.0
```
Positions in Å, forces in eV/Å.

## Properties
LUMO in eV: 0.895
Energy relative to the best compared isomer or geometry (same formula, charge and spin) in kJ/mol: 198.6
Gap between HOMO and LUMO in eV: 10.31
SMILES: CC#CCC=O
Charge: 0



4.
Density functional theory data (ωB97M-V/def2-TZVPD) for 2 unconnected molecules or ions with the total composition C10H15NO.

```
27
Properties=species:S:1:pos:R:3:forces:R:3
C 1.351740 2.359645 -0.728178 -0.7 -1.6 1.6
C -0.041336 -0.948980 0.323859 0.7 -2.1 0.7
H -0.461625 -2.238786 -2.767876 0.6 0.0 0.0
N 2.178837 1.700800 0.172470 0.8 0.6 -1.0
H 0.033874 2.401490 0.841569 -0.9 0.3 -0.7
C -0.535583 -3.399671 -0.957684 -0.4 1.9 1.4
C -0.621170 -3.253445 0.423025 1.1 -1.4 0.3
H -1.503464 4.158621 -1.022791 -0.7 0.1 0.7
C 0.154413 3.063954 -0.048725 2.5 0.1 0.8
H 2.095058 1.731966 1.197375 0.4 0.2 -1.2
H 0.235714 -0.109550 0.911566 0.3 1.0 -0.1
H -0.525035 3.248068 -2.081892 -0.4 -0.4 1.2
H -1.538764 2.286924 -0.941287 -0.5 0.7 -0.4
C -0.301453 -2.234923 -1.693763 0.6 -1.0 -0.5
H -0.605093 -2.751266 3.222917 1.1 0.0 0.7
H -1.891918 -1.897725 2.507444 0.9 -0.1 0.3
C -0.422655 -2.061815 1.102934 -0.2 0.0 -0.6
H -0.686692 -4.404037 -1.254963 -0.2 -0.5 -1.2
C -0.753343 -1.917889 2.575025 -3.1 1.4 -2.5
H 3.024983 1.452467 -0.377614 -0.6 -0.2 1.6
O 1.516190 2.123004 -1.903303 -0.1 1.0 -0.4
H -0.630216 -4.210686 0.955714 -0.5 0.5 0.3
H 0.637283 3.938737 0.470538 -0.8 -0.1 -0.9
C 0.208191 -1.117666 -1.036784 -1.1 1.3 -0.2
H 0.664230 -0.296992 -1.609161 -0.5 -0.3 0.2
C -0.974098 3.224688 -1.037849 1.0 -0.6 -1.3
H -0.608058 -0.846944 2.757430 0.8 -0.6 1.3
```
Positions in Å, forces in eV/Å.

## Properties
LUMO in eV: 0.700
Energy relative to the best compared isomer or geometry (same formula, charge and spin) in kJ/mol: 173.1
Gap between HOMO and LUMO in eV: 9.38
SMILES: Cc1ccccc1.CCC(N)=O
Charge: 0